a:
Molecular formula: C4H4N2OS
Method: DFT, the ωB97M-V functional and the def2-TZVPD basis

The HOMO energy comes out at -8.62 eV. Its LUMO energy is -0.6 eV.

Last columns: bonded neighbours and bond lengths (Å).
CARTESIAN COORDINATES (ANGSTROEM)
1 C -1.6945 0.9876 -0.0419  S2 1.548, C7 1.312
2 S -3.0180 0.1994 0.1148  C1 1.548
3 H -0.7103 2.7534 -0.3741  C7 1.082
4 C 0.4264 -1.0496 0.4875  N8 1.350, N10 1.272, H12 1.096
5 H -1.1920 -3.2061 -0.8431  O6 0.966
6 O -0.7868 -2.8675 -0.0338  H5 0.966, N10 1.399
7 C -0.5978 1.6957 -0.1749  C1 1.312, H3 1.082, C9 1.444
8 N 1.1579 0.0591 0.2472  C4 1.350, C9 1.265
9 C 0.7606 1.2122 -0.0886  C7 1.444, N8 1.265, H11 1.085
10 N -0.2025 -1.6612 -0.4333  C4 1.272, O6 1.399
11 H 1.5333 1.9470 -0.2909  C9 1.085
12 H 0.5375 -1.4435 1.5047  C4 1.096

=====

b:
Molecular formula: C4H4N2OS
Method: DFT, the ωB97M-V functional and the def2-TZVPD basis

The HOMO energy comes out at -9.00 eV. Its LUMO energy is 0.3 eV.

Last columns: bonded neighbours and bond lengths (Å).
CARTESIAN COORDINATES (ANGSTROEM)
1 S -2.3425 -0.9239 -0.0908  N3 1.745, H11 1.440
2 H -0.5005 2.2041 -0.3284  C4 1.119
3 N -1.9115 0.7595 0.0728  S1 1.745, C4 1.291
4 C -0.7003 1.1109 -0.2012  H2 1.119, N3 1.291, C9 1.486
5 C 1.7808 0.6595 -0.0408  H8 1.147, C9 1.373, N12 1.346
6 H -0.2939 -1.8549 0.0067  C10 1.031
7 O 1.7510 -1.4724 -0.0803  C10 1.304, N12 1.393
8 H 2.2165 1.6781 0.2551  C5 1.147
9 C 0.4854 0.2173 -0.1453  C4 1.486, C5 1.373, C10 1.406
10 C 0.4793 -1.1891 -0.1440  H6 1.031, O7 1.304, C9 1.406
11 H -3.5809 -0.7982 0.6337  S1 1.440
12 N 2.6166 -0.3909 0.0625  C5 1.346, O7 1.393

=====

c:
Molecular formula: C4H4N2OS
Method: DFT, the ωB97M-V functional and the def2-TZVPD basis

The HOMO energy comes out at -8.81 eV. Its LUMO energy is -0.9 eV.

Last columns: bonded neighbours and bond lengths (Å).
CARTESIAN COORDINATES (ANGSTROEM)
1 N 0.8681 0.3942 -0.2486  C5 1.286, O7 1.470, C12 1.428
2 C -1.6874 0.6454 0.0199  H3 1.171, S4 1.660, C12 1.463
3 H -1.8263 1.7685 0.3222  C2 1.171
4 S -3.1192 -0.1609 -0.2153  C2 1.660
5 C 1.6735 -0.6052 -0.1673  N1 1.286, N9 1.348, H10 1.189
6 H 0.9689 2.1135 0.8254  O7 1.083
7 O 1.0789 1.8492 -0.2186  N1 1.470, H6 1.083
8 C -0.2622 -1.4704 0.0954  N9 1.395, H11 1.107, C12 1.365
9 N 1.0696 -1.8096 -0.1413  C5 1.348, C8 1.395
10 H 2.8476 -0.5037 -0.3275  C5 1.189
11 H -1.1712 -2.1010 0.0518  C8 1.107
12 C -0.4403 -0.1200 0.0038  N1 1.428, C2 1.463, C8 1.365

=====

Relative energy table, unit hartree: a 0.0053; b 0.0000; c 0.0094

=====

a:
Molecular formula: C2H6OS
Method: DFT, the ωB97M-V functional and the def2-TZVPD basis

The HOMO energy comes out at -9.06 eV. Its LUMO energy is 0.8 eV.

Last columns: bonded neighbours and bond lengths (Å).
CARTESIAN COORDINATES (ANGSTROEM)
1 H 2.1709 1.1120 -1.7021  C8 1.100
2 H -1.8418 -0.5432 2.3310  C5 1.085
3 H -0.4803 1.6392 1.0637  S4 1.359
4 S -1.6221 1.1263 0.5337  H3 1.359, C5 1.827
5 C -1.3878 -0.4935 1.3464  H2 1.085, S4 1.827, H7 1.085, H10 1.083
6 O 1.9428 -0.7284 -0.9710  C8 1.188
7 H -1.9032 -1.2574 0.7735  C5 1.085
8 C 1.9035 0.0567 -1.8615  H1 1.100, O6 1.188, H9 1.098
9 H 1.5491 -0.1826 -2.8733  C8 1.098
10 H -0.3312 -0.7291 1.3596  C5 1.083

=====

b:
Molecular formula: C2H6OS
Method: DFT, the ωB97M-V functional and the def2-TZVPD basis

The HOMO energy comes out at -9.74 eV. Its LUMO energy is 0.7 eV.

Last columns: bonded neighbours and bond lengths (Å).
CARTESIAN COORDINATES (ANGSTROEM)
1 O -0.9042 0.9585 0.9600  C5 1.207
2 H 2.3122 0.0011 1.9062  S10 1.348
3 H -0.0990 -0.9531 0.8404  C5 1.110
4 H -0.3167 0.2775 -1.5737  C6 1.087
5 C -0.7153 -0.1178 0.4469  O1 1.207, H3 1.110, C6 1.494
6 C -1.0741 -0.2478 -0.9978  H4 1.087, C5 1.494, H7 1.097, H9 1.103
7 H -1.2921 -1.2525 -1.3818  C6 1.097
8 H 1.5577 0.3379 0.1004  S10 1.314
9 H -2.0508 0.2507 -1.1161  C6 1.103
10 S 2.5824 0.7456 0.8155  H2 1.348, H8 1.314

=====

Relative energy table, unit hartree: a 0.0056; b 0.0000